Entry 1:
A molecular structure, C11H14BCdN7 at a distorted geometry, computed with the ωB97M-V functional and the def2-TZVPD basis.

```
34
Properties=species:S:1:pos:R:3:forces:R:3
H 1.766460 2.596910 0.488891 0.0 -0.2 0.0
N 1.240713 1.153438 -1.011880 -0.7 1.1 0.1
B 0.333419 0.101378 -3.261927 -1.0 0.1 0.0
N 0.525079 1.240829 -2.187723 1.2 0.7 0.8
C 0.149241 2.535126 -2.368544 0.4 -0.5 0.4
Cd 2.787286 -0.300134 -0.359277 -0.2 -0.2 0.0
H -0.371309 2.871729 -3.270819 0.2 -0.4 0.5
C 0.594487 3.278275 -1.273511 -0.4 0.6 -0.3
H 0.482414 4.352107 -1.125394 -0.1 -0.5 -0.1
C 1.250224 2.389515 -0.434289 -0.3 -0.9 -1.6
H 0.607560 0.592110 -4.327851 -0.1 -0.1 -0.1
C -0.164607 -0.126324 2.460449 2.0 -1.6 -2.3
H 0.617897 -0.680080 3.007400 -0.5 0.3 -0.1
H -0.804981 -0.810869 1.879628 0.1 0.4 0.5
H 0.299058 0.598162 1.770651 -0.1 -0.3 0.2
N -1.190776 -0.259483 -3.258750 -0.4 0.1 1.1
N 1.226741 -1.183431 -3.120408 1.4 -0.7 0.5
N -1.908880 -0.351125 -2.076958 0.7 -0.1 -0.5
N 1.934911 -1.593086 -2.007426 -0.3 -0.9 -0.5
C -2.011721 -0.415978 -4.317305 -1.1 -0.1 1.0
C 1.507156 -2.042838 -4.137934 0.0 0.6 0.4
H -1.642366 -0.330139 -5.321722 0.0 0.0 -0.2
H 1.112765 -1.888216 -5.144786 0.1 0.0 0.6
C -3.302118 -0.626332 -3.812643 0.5 0.0 -0.5
C 2.384179 -3.011137 -3.677155 0.1 -0.7 -0.6
C -3.175941 -0.583191 -2.411824 1.3 0.3 -1.0
C 2.596246 -2.736406 -2.331300 -0.7 1.4 -0.6
H -4.208424 -0.767122 -4.374703 0.0 0.0 -0.1
H 2.850137 -3.804580 -4.269284 -0.4 0.3 0.4
H -3.933151 -0.680780 -1.661368 -0.1 0.0 0.2
H 3.201713 -3.282744 -1.621871 -0.1 0.3 0.1
H -0.715075 0.487009 3.126217 -1.4 1.1 1.6
N -2.362623 1.929692 4.933183 0.7 -0.6 -0.8
C -1.675813 1.347517 4.191133 -0.8 0.7 0.9
```
Positions in Å, forces in eV/Å.

Output
highest occupied orbital energy (spin up / spin down) = -8.10 / -8.53 eV
LUMO level (spin up / spin down) = -3.507 / -1.661 eV
HOMO-LUMO gap (spin up / spin down) = 4.594 / 6.867 eV

Entry 2:
A molecular structure, C37H29BGeN8ReS, computed with the ωB97M-V functional and the def2-TZVPD basis.

```
78
Properties=species:S:1:pos:R:3:forces:R:3
Re 0.467032 -0.027153 -1.503843 0.1 -0.9 -0.2
B 0.286159 0.088517 -5.068880 -0.1 -0.2 0.0
N -0.847165 -0.530518 -4.131592 0.1 -0.2 -0.2
C -1.958062 -1.023993 -4.609492 0.0 0.1 0.1
C -2.843707 -1.388030 -3.546730 0.0 0.0 0.0
C -2.195907 -1.048114 -2.421816 0.1 0.1 0.1
N -0.905296 -0.555172 -2.755635 -0.3 0.1 -0.1
N 1.299778 0.962479 -4.249549 0.0 0.2 0.0
C 2.231637 1.653076 -4.891376 -0.1 -0.1 0.0
C 2.981741 2.400141 -3.986328 0.1 0.0 0.1
C 2.449290 2.100837 -2.764665 0.0 0.1 -0.1
N 1.422930 1.209007 -2.902325 -0.2 0.3 0.4
H 0.860835 -0.816925 -5.604727 0.0 0.0 0.1
H -0.311711 0.807044 -5.816202 0.1 -0.1 0.0
H -2.115183 -1.081328 -5.678212 0.0 0.0 0.0
H -3.827873 -1.814087 -3.651710 0.0 0.0 0.0
H -2.477455 -1.128454 -1.382224 0.0 0.0 0.0
H 2.319539 1.572415 -5.964484 0.0 0.0 0.0
H 3.801944 3.060721 -4.208777 0.0 0.0 0.0
H 2.746285 2.469594 -1.802591 0.0 0.0 0.0
S 6.427238 -2.417620 2.457716 0.1 0.0 0.0
N 5.781690 -0.950649 2.384895 0.0 0.1 0.0
C 4.740115 -1.028478 1.571869 0.0 -0.1 -0.1
C 3.861897 0.063582 1.213705 0.0 0.1 0.0
C 3.973103 1.371586 1.704350 0.0 0.0 0.0
C 3.047454 2.312100 1.312254 0.0 0.0 0.0
C 2.047937 1.956394 0.411815 -0.1 0.0 0.0
N 1.960283 0.728878 -0.097486 0.2 -0.1 -0.1
C 2.830952 -0.220139 0.322966 0.0 0.0 0.0
C 2.603013 -1.557383 -0.174524 0.0 -0.1 0.0
N 1.516531 -1.741325 -0.981796 0.0 0.3 0.2
C 1.243309 -2.965597 -1.466728 -0.1 0.0 -0.1
C 2.042853 -4.054804 -1.170535 0.0 0.0 0.0
C 3.143621 -3.890276 -0.351769 0.0 0.0 0.0
C 3.433043 -2.621970 0.164987 0.0 0.0 0.0
C 4.537522 -2.332163 1.053041 0.0 0.1 0.0
N 5.430033 -3.209692 1.482969 0.0 -0.1 0.0
H 4.770441 1.615702 2.395420 0.0 0.0 0.0
H 3.082018 3.325505 1.687264 0.0 0.0 0.0
H 1.311405 2.678095 0.080266 0.0 0.0 0.0
H 0.364752 -3.064260 -2.089645 0.0 0.0 0.0
H 1.789515 -5.020668 -1.584804 0.0 0.0 0.0
H 3.785922 -4.725428 -0.098623 0.0 0.0 0.0
C -0.618349 0.210827 -0.185952 0.3 0.3 -0.3
Ge -1.901300 0.497443 1.425573 -0.2 0.1 0.3
C -3.140377 1.768284 0.697274 0.1 0.0 0.0
C -2.707162 3.076887 0.462257 0.0 0.0 0.0
C -3.586959 4.024227 -0.036764 0.0 0.0 0.0
C -4.904291 3.669538 -0.305153 0.0 0.0 0.0
C -5.339223 2.369690 -0.085270 0.0 0.0 0.0
C -4.459464 1.415551 0.407355 0.0 0.0 -0.1
C -0.646221 1.149319 2.735443 0.0 0.0 -0.2
C 0.500703 0.404774 3.016615 0.0 0.0 0.2
C 1.373277 0.821523 4.011913 0.0 -0.1 -0.1
C 1.102336 1.981074 4.728919 0.0 0.0 0.0
C -0.038720 2.722443 4.454684 0.0 0.0 0.0
C -0.916442 2.309802 3.457893 0.1 0.1 0.0
C -2.502959 -1.323473 1.653027 0.1 0.0 -0.1
C -1.653742 -2.395973 1.363588 0.0 0.0 0.0
C -2.062137 -3.701875 1.593255 0.0 0.0 0.0
C -3.326162 -3.947983 2.114004 0.0 0.0 0.0
C -4.172358 -2.890820 2.414938 0.0 0.0 0.0
C -3.765296 -1.582079 2.187216 0.0 0.0 0.1
H -1.687398 3.368960 0.693375 0.0 0.0 0.0
H -3.253490 5.039408 -0.206017 0.0 0.0 0.0
H -5.595109 4.411958 -0.682164 0.0 0.0 0.0
H -6.366330 2.099543 -0.291212 0.0 0.0 0.0
H -4.812246 0.404516 0.568881 0.0 0.0 0.0
H 0.690535 -0.532954 2.499192 0.0 0.0 0.0
H 2.248791 0.229824 4.251740 0.0 0.0 0.0
H 1.770380 2.295016 5.520120 0.0 0.0 0.0
H -0.255466 3.616884 5.023231 0.0 0.0 0.0
H -1.811084 2.889313 3.263304 0.0 0.0 0.0
H -0.650786 -2.216006 0.982837 0.0 0.0 0.0
H -1.395250 -4.528671 1.383952 0.0 0.0 0.0
H -3.646051 -4.964504 2.299722 0.0 0.0 0.0
H -5.150577 -3.082071 2.835425 0.0 0.0 0.0
H -4.430533 -0.771846 2.460346 0.0 0.0 0.0
```
Positions in Å, forces in eV/Å.

Output
highest occupied orbital energy = -16.33 eV
total charge = +3
LUMO level = -11.813 eV
HOMO-LUMO gap = 4.520 eV

Entry 3:
6 unconnected molecules or ions with the total composition C43H75ClF5N9OP at a distorted geometry, computed with the ωB97M-V functional and the def2-TZVPD basis.

```
135
Properties=species:S:1:pos:R:3:forces:R:3
C -5.707332 -5.676081 3.853070 0.0 -0.1 0.1
P -6.782156 -4.195496 3.874040 -0.7 -0.2 -1.0
O -7.956872 -4.647672 4.962778 1.1 0.6 0.1
N -5.805795 -3.008008 4.862132 -0.8 0.3 -1.3
C -4.973828 -2.217393 4.100631 -0.6 -0.7 1.1
N -4.898074 -2.441111 2.737132 0.2 -0.3 0.5
C -5.586919 -1.438174 1.882150 0.5 -0.2 -0.7
C -6.004962 -2.073180 0.561667 -0.1 0.0 -0.4
C -4.862798 -2.893866 -0.065588 -0.3 0.4 0.8
C -5.076683 -3.174914 -1.543863 0.3 -0.1 0.5
F -6.392102 -3.250144 -1.835163 -0.2 0.0 -0.2
F -4.519866 -4.369979 -1.849576 0.1 -0.1 -0.1
C -4.420669 -2.130685 -2.471322 0.2 -0.5 -0.1
F -4.498391 -2.517422 -3.736039 -0.1 0.1 -0.1
F -4.992927 -0.938435 -2.337314 -0.2 0.3 0.1
F -3.128323 -2.016870 -2.150001 0.1 0.1 0.0
N -4.240409 -1.309490 4.700261 -0.1 0.1 -0.5
Cl -4.394804 -1.099662 6.375094 0.1 0.1 0.0
C -3.305729 -0.423428 3.969749 0.9 0.6 0.5
C -2.166426 -1.169511 3.261996 -0.8 0.2 -0.7
C -0.871196 -0.374611 3.152009 0.5 -0.6 0.2
C 0.187312 -1.280769 2.490527 -0.8 0.0 -0.4
C -0.153107 -1.602415 0.999725 -0.1 -0.1 1.1
C -0.676892 -3.039447 0.796294 0.5 -0.2 -0.4
C -0.280901 -3.728863 -0.535942 -0.9 0.2 -0.3
C 0.094197 -2.789429 -1.699727 1.0 -0.7 0.2
C 1.620692 -2.571545 -1.726645 -0.1 -0.1 0.2
C 2.359183 -3.718206 -2.437564 -0.2 0.9 0.2
C 3.878620 -3.448658 -2.474152 -0.7 -0.2 -0.3
C 4.604225 -4.195082 -1.367147 0.0 0.1 -0.3
N 4.101832 -3.855796 -0.047110 0.1 -0.2 0.4
C 3.454311 -4.739731 0.768227 -0.5 -0.6 0.4
C 3.070867 -4.126351 1.928078 0.2 1.0 -0.1
C 3.525503 -2.766291 1.819039 -0.3 -0.9 0.1
C 4.152290 -2.659465 0.607817 0.2 0.9 0.3
H -4.639564 -5.452505 3.883989 -0.1 0.1 0.0
H -5.911243 -6.173130 2.903350 0.0 0.0 0.0
H -5.953352 -6.379984 4.649938 0.0 0.2 0.1
H -7.993233 -4.042281 5.713927 -0.3 -0.3 0.2
H -6.498325 -2.446984 5.358512 0.6 0.0 0.7
H -3.954358 -2.642287 2.427943 0.0 0.2 0.0
H -6.430071 -0.996980 2.410403 0.0 -0.1 0.1
H -4.868739 -0.647199 1.640195 -0.1 0.1 0.2
H -6.901653 -2.680174 0.678531 0.1 -0.1 0.1
H -6.259304 -1.278893 -0.144573 -0.1 0.1 0.2
H -3.928754 -2.346965 0.098034 0.1 -0.1 -0.4
H -4.754064 -3.842007 0.462820 -0.1 -0.1 -0.2
H -3.853193 0.249157 3.312537 -0.1 -0.2 -0.1
H -2.862823 0.226771 4.724589 -0.1 -0.1 0.1
H -2.020961 -2.153219 3.719758 0.2 0.1 0.2
H -2.499694 -1.368330 2.236146 0.1 -0.1 0.0
H -0.525367 -0.104332 4.154748 -0.1 0.1 0.0
H -1.017716 0.532249 2.566288 -0.1 0.1 0.1
H 1.177151 -0.834185 2.552585 0.0 0.0 0.1
H 0.169281 -2.219500 3.050205 0.5 0.0 0.1
H -0.953729 -0.917711 0.704342 0.3 0.2 -0.4
H 0.745454 -1.399960 0.427174 -0.2 -0.1 -0.3
H -1.772441 -3.034728 0.841545 0.0 0.0 0.1
H -0.323255 -3.682434 1.606330 -0.1 0.1 0.1
H 0.514576 -4.460768 -0.389378 0.1 0.2 0.1
H -1.149634 -4.314266 -0.859735 0.1 -0.1 0.1
H -0.149100 -3.319341 -2.624787 -0.3 0.3 -0.1
H -0.430142 -1.836560 -1.661902 -0.2 -0.1 0.0
H 1.997403 -2.501827 -0.701015 0.0 0.0 -0.1
H 1.891634 -1.624573 -2.200041 -0.1 0.0 -0.1
H 2.131832 -4.654377 -1.920093 0.1 -0.1 -0.2
H 1.943639 -3.759839 -3.447359 0.2 -0.2 -0.1
H 4.244019 -3.767158 -3.452456 0.3 -0.1 0.1
H 4.025712 -2.369164 -2.412934 0.2 0.0 0.1
H 4.403903 -5.259108 -1.499183 0.1 0.0 0.1
H 5.684376 -4.051448 -1.425108 0.0 0.1 0.1
H 3.282706 -5.777566 0.525433 0.2 0.1 -0.4
H 2.543049 -4.569396 2.755520 0.0 -0.1 0.0
H 3.408018 -1.980576 2.546777 0.1 0.0 0.0
H 4.603950 -1.747018 0.249089 0.1 -0.3 -0.5
C 7.826966 -0.770489 -0.795282 0.0 0.0 0.0
C 7.735022 0.068899 -2.064506 0.1 -0.2 0.0
C 6.658075 1.156688 -1.981810 0.0 -0.2 -0.1
C 5.333996 0.560864 -1.782267 0.1 0.1 -0.1
N 4.312763 0.058954 -1.626018 -0.1 0.0 0.0
H 6.897824 -1.312822 -0.607530 0.0 0.0 0.0
H 8.623433 -1.509475 -0.883713 0.0 0.0 0.0
H 8.040191 -0.145045 0.073501 0.0 0.0 0.0
H 7.531850 -0.582402 -2.917308 0.0 0.1 -0.1
H 8.697608 0.548066 -2.249885 -0.1 0.1 0.0
H 6.636981 1.742978 -2.902092 -0.1 0.0 0.0
H 6.870109 1.831635 -1.152532 0.0 0.0 -0.1
C 4.524055 4.500076 1.319397 0.0 0.0 0.0
C 5.373376 4.260566 2.562705 -0.2 0.0 -0.1
C 6.862971 4.542340 2.332395 -0.2 -0.2 0.0
C 7.406053 3.671160 1.286067 0.1 0.2 0.1
N 7.831838 2.985072 0.471030 0.0 0.0 0.0
H 4.810389 3.832074 0.505642 0.0 0.0 0.0
H 3.471478 4.317935 1.535268 0.0 0.0 0.0
H 4.623372 5.528929 0.967857 0.0 0.0 0.0
H 5.246670 3.228327 2.894204 0.1 0.0 0.0
H 5.021307 4.901968 3.372225 0.1 0.0 0.0
H 7.430244 4.372602 3.247708 0.1 0.0 0.0
H 7.015256 5.579693 2.030865 0.0 0.0 0.0
C -6.211006 2.020030 0.653180 0.0 0.0 0.0
C -6.241297 2.973035 1.844247 -0.1 -0.2 -0.1
C -5.006811 3.881812 1.919763 -0.1 -0.2 0.1
C -3.785890 3.082254 2.056899 0.0 0.2 0.0
N -2.837927 2.442771 2.167784 -0.1 -0.2 0.0
H -5.360944 1.335407 0.712027 0.0 0.1 0.0
H -7.120475 1.416651 0.625157 0.0 0.0 0.0
H -6.140208 2.569274 -0.283805 0.0 0.0 0.0
H -6.322339 2.395955 2.770294 0.0 0.1 0.1
H -7.130245 3.601187 1.780320 0.0 0.1 0.0
H -5.080382 4.551100 2.778234 0.1 0.0 0.0
H -4.929298 4.491057 1.019926 0.0 -0.1 0.1
C 5.840359 2.906715 -6.170785 0.0 0.0 0.0
C 7.346927 2.882287 -6.404281 -0.2 0.1 0.1
C 7.800135 1.689284 -7.253810 0.0 0.0 0.2
C 7.460432 0.421209 -6.599742 0.1 0.1 -0.1
N 7.198138 -0.561367 -6.068505 0.0 0.0 0.1
H 5.507862 2.026411 -5.617892 0.0 0.0 0.0
H 5.558281 3.785064 -5.589844 0.0 0.0 0.0
H 5.296544 2.939602 -7.116534 0.0 0.0 0.0
H 7.862832 2.858293 -5.442106 0.1 0.0 0.0
H 7.651352 3.801919 -6.906493 0.1 0.0 0.0
H 8.879001 1.718556 -7.407404 0.0 -0.1 0.0
H 7.321152 1.712399 -8.233717 0.0 0.0 0.0
C -5.714565 8.440915 -2.258758 0.0 0.0 0.0
C -4.787253 8.283829 -1.059093 -0.2 0.1 -0.1
C -3.962216 6.991518 -1.108076 -0.2 0.1 0.1
C -4.831923 5.810737 -1.114664 0.1 0.1 -0.2
N -5.526984 4.896391 -1.117649 0.0 0.1 0.0
H -6.454605 7.640382 -2.299395 0.0 0.0 0.0
H -6.256336 9.384104 -2.199977 0.0 0.0 0.0
H -5.152091 8.433262 -3.193971 0.0 0.0 0.0
H -5.375979 8.304703 -0.139895 0.1 0.0 0.0
H -4.100401 9.130155 -1.017418 0.1 -0.1 0.0
H -3.301632 6.925126 -0.242302 0.0 -0.1 0.0
H -3.341899 6.966154 -2.005040 0.0 0.0 0.0
```
Positions in Å, forces in eV/Å.

Output
highest occupied orbital energy = -9.35 eV
total charge = +1
LUMO level = -3.088 eV
HOMO-LUMO gap = 6.263 eV

Entry 4:
A molecular structure, C6H11NS2 at a distorted geometry, computed with the ωB97M-V functional and the def2-TZVPD basis.

```
20
Properties=species:S:1:pos:R:3:forces:R:3
C -0.079015 1.270740 0.497912 0.9 0.5 -0.5
C -1.374668 1.528084 0.773215 0.7 -0.3 0.7
C 0.438142 0.263807 -0.454806 -1.2 -2.3 -0.1
C 1.896782 -0.126665 -0.178603 0.9 0.7 -1.5
C 0.158212 0.464045 -1.981423 0.4 0.5 0.3
C -0.459606 -1.588885 1.429643 -1.7 -2.3 -1.6
N -0.680151 -1.204965 0.046492 3.8 1.8 -1.0
S -2.832117 0.744039 0.293799 -0.3 -0.2 -0.5
S -2.059769 -1.090035 -0.675408 -1.5 0.7 0.4
H 0.753956 1.810271 1.031545 -1.3 -0.5 -0.2
H -1.544370 2.139918 1.657703 -0.1 0.3 -0.3
H 2.225868 -0.078049 0.866970 -0.3 0.1 -0.2
H 2.565270 0.586957 -0.810466 -1.0 -1.0 1.3
H 2.154425 -1.119701 -0.580704 -0.4 0.2 0.2
H 0.969265 1.189931 -2.288566 -1.2 -0.4 0.1
H -0.869239 0.862587 -2.144306 1.0 0.0 0.1
H 0.272743 -0.402049 -2.682351 0.0 0.3 1.2
H -1.219607 -2.425571 1.560413 1.6 -0.1 -0.1
H 0.605535 -1.849749 1.493969 -0.6 0.0 0.7
H -0.921653 -0.974708 2.144975 0.3 1.9 1.1
```
Positions in Å, forces in eV/Å.

Output
highest occupied orbital energy = -8.10 eV
LUMO level = 0.676 eV
HOMO-LUMO gap = 8.777 eV
relative energy (zero: lowest compared OMol25 entry of this formula, charge and spin) = 58.4 kcal/mol